12 unconnected molecules or ions with the total composition C26H42FN11O2S at a distorted geometry, computed with ωB97M-V/def2-TZVPD.

The total energy comes out at -61676.605 eV. The SMILES is COC[C@@H](S)OCF.CC#N.CC#N.CC#N.CC#N.CC#N.CC#N.CC#N.CC#N.CC#N.CC#N.CC#N. As for the max |F|: 3.2 eV/A. For the gap between HOMO and LUMO, the calculation gives 7.6 eV. For the LUMO energy, the calculation gives 0.2 eV. The HOMO energy is -0.2740 Ha.

Geometry as ORCA input:
```
! wB97M-V def2-TZVPD RIJCOSX def2/J DEFGRID3
* xyz 0 1
S -0.78732 2.20807 -4.55255
F -3.70672 -1.60202 -4.37969
O 0.87379 -0.29506 -4.76656
O -2.70330 0.42920 -4.63692
N -6.44164 2.55886 -8.32901
N 1.37877 -2.30905 4.10937
N -5.77063 -3.33853 -8.95665
N 0.90108 1.91487 7.93830
N -2.65095 3.47885 -3.57286
N 0.48391 3.27301 2.63585
N -1.00818 0.80012 -1.09916
N 2.11100 -7.03086 5.25348
N 4.08075 1.40980 0.45940
N 2.22778 -1.63043 -0.45615
N 5.10892 -3.17587 6.20911
C 1.31384 -1.99307 0.13860
C 2.34994 2.68610 4.36466
C -0.04784 1.20794 -0.61555
C 4.83311 1.55657 -0.39408
C -0.49400 -0.54008 -5.01529
C -4.85215 4.37249 -2.47150
C -5.64893 -2.64431 -8.05174
C 3.73149 -1.26322 7.34219
C -5.49183 -1.75989 -6.89587
C 4.49804 -2.33945 6.71090
C 0.15638 -2.46763 0.89527
C 1.28757 -0.94524 -3.57690
C 1.30523 3.01879 3.39604
C -4.66809 2.02593 -6.48676
C -0.51841 3.98700 7.22271
C -1.33304 0.50136 -4.22899
C 5.79285 1.73644 -1.48338
C 2.20787 -3.02759 3.76894
C 3.27363 -3.93898 3.36215
C -3.62082 3.87359 -3.09013
C -5.66226 2.32587 -7.51971
C 0.27493 2.82523 7.62868
C 2.20107 -6.31721 6.14727
C -3.48267 -0.34579 -3.80875
C 2.31685 -5.40106 7.28389
C 1.18535 1.70497 -0.00871
H 1.54510 -4.63497 7.21774
H 5.33783 1.44230 -2.42759
H -4.46088 0.14671 -3.69074
H 2.37622 -1.05227 -3.61584
H -0.69806 -0.50671 -6.09349
H 6.67264 1.12138 -1.30466
H -1.04197 3.76969 6.29308
H 2.09976 3.10112 5.33920
H 0.86555 -1.96237 -3.49311
H -1.17399 0.31824 -3.15825
H 0.97087 -0.41742 -2.66441
H -6.24884 -0.97658 -6.92608
H -4.58210 0.95110 -6.35522
H 4.36602 -0.38971 7.47843
H -0.07423 2.50279 -3.44985
H -4.50399 -1.30400 -6.91076
H 0.13364 4.84559 7.07228
H -1.24696 4.22436 7.99543
H 2.03957 1.28802 -0.53023
H -3.07248 -0.48735 -2.80150
H -0.79391 -1.54361 -4.66869
H -5.60355 -2.32896 -5.97601
H -3.69778 2.42428 -6.77643
H 3.90371 -3.46374 2.61175
H 6.09319 2.78088 -1.54201
H 3.30192 3.09817 4.03479
H -4.96690 2.47596 -5.54195
H 2.84957 -4.85038 2.94311
H -4.60631 5.08285 -1.68459
H 3.88072 -4.19511 4.22878
H -5.46719 4.86900 -3.22028
H 2.88439 -0.99564 6.71193
H 2.44144 1.60495 4.45296
H 0.44142 -2.65989 1.92765
H 2.19246 -5.94964 8.21565
H 3.36365 -1.59069 8.31277
H 1.22972 1.41220 1.03495
H -0.63034 -1.71439 0.87945
H -0.22241 -3.38656 0.45028
H 1.21954 2.79061 -0.07430
H -5.41369 3.54495 -2.04089
H 3.29130 -4.91493 7.27673
*
```

A molecular structure, C26H43AsN3O2PtSSi3, computed with ωB97M-V/def2-TZVPD.

The total energy comes out at -134777.039 eV. For the energy above the lowest of the compared OMol25 structures with the same formula, charge and spin, the calculation gives 0.0 kcal/mol. As for the max |F|: 0.8 eV/A. For the gap between HOMO and LUMO (alpha / beta), the calculation gives 5.8 / 7.0 eV. For the LUMO energy (alpha / beta), the calculation gives -3.1 / -3.2 eV. The HOMO energy (alpha / beta) is -0.3245 / -0.3745 Ha.

Geometry as ORCA input:
```
! wB97M-V def2-TZVPD RIJCOSX def2/J DEFGRID3
* xyz 1 3
Pt 0.90895 0.37191 0.15432
As -1.43265 0.89102 0.85954
S 1.97986 2.10230 1.35576
Si 0.66375 -1.27754 1.77163
Si -3.44181 -0.03041 1.75067
Si -2.09588 2.39712 -0.85050
O 6.38242 -2.32114 -3.73809
O -1.56958 -3.76699 -5.14620
N -0.39172 2.64215 2.53309
N 2.91094 -0.23014 -0.80985
N 0.44461 -0.98934 -1.60163
C -0.78770 -1.37615 -1.92403
C 0.73580 4.14415 4.55399
C 1.52775 3.56870 3.58471
C 5.26264 -0.02840 -1.09233
C -0.21181 -3.78973 -4.76776
C -0.64398 3.95212 4.51123
C -1.06017 -2.26045 -2.94854
C 2.84088 -0.98036 -1.91908
C 1.28763 -2.37554 -3.33738
C -3.46192 1.65677 -1.89878
C -4.65710 1.39198 1.80806
C -1.15252 3.19291 3.48194
C 2.30943 -2.19840 1.66234
C -0.56983 2.67846 -1.89440
C -4.08601 -1.36151 0.60341
C -2.65225 3.98233 -0.03511
C -3.17323 -0.62853 3.50122
C 4.09088 0.23340 -0.40745
C 0.59647 -0.60795 3.51702
C 6.44553 -1.07971 -3.06847
C 3.97338 -1.27190 -2.66293
C 0.00357 -2.78626 -3.67030
C 5.20944 -0.79264 -2.25012
C 1.48285 -1.47080 -2.30486
C -0.65301 -2.56474 1.40215
C 0.92574 2.80766 2.57224
H -4.39994 1.54398 -1.35402
H 2.34134 -2.96424 2.44117
H -2.80142 0.19429 4.11514
H 7.33557 -0.99552 -2.43916
H 6.52912 -0.32023 -3.84891
H -4.12974 -0.94556 3.92394
H -1.30084 4.38200 5.25313
H 6.57210 -3.02827 -3.11319
H 2.60198 3.68573 3.59036
H -3.53570 3.81295 0.57869
H -0.26746 -3.52054 1.76753
H -1.58760 -0.95527 -1.32306
H -3.41298 -2.21603 0.54432
H -1.86624 4.38172 0.60737
H -2.07589 -2.53877 -3.18458
H 0.07913 -4.77778 -4.38971
H 3.15102 -1.52091 1.82152
H 0.89362 -1.42026 4.18579
H -4.25766 2.25000 2.34960
H -1.73059 -4.45550 -5.79834
H -0.83961 -2.67939 0.33384
H -0.37347 -0.23471 3.84140
H -5.55498 1.05820 2.33492
H -2.47658 -1.45951 3.59067
H -4.96236 1.72820 0.81690
H -2.90191 4.74063 -0.78026
H -2.21967 3.01387 3.39769
H 0.44822 -3.54890 -5.60821
H -3.17744 0.68105 -2.29938
H 3.92313 -1.86744 -3.56168
H -4.23372 -0.96528 -0.40444
H -3.65184 2.31358 -2.75120
H -0.22556 1.76683 -2.38685
H -5.05322 -1.72199 0.96265
H 2.13177 -2.76867 -3.88603
H 0.24731 3.07400 -1.28577
H 6.20093 0.36051 -0.72007
H -0.79384 3.41376 -2.67259
H 4.08817 0.82384 0.50059
H -1.60335 -2.38086 1.89509
H 1.32337 0.19916 3.61786
H 2.44171 -2.69741 0.69950
H 1.18378 4.73438 5.34228
*
```

A molecular structure, C26H43BBa3F4N2O12 at a distorted geometry, computed with ωB97M-V/def2-TZVPD.

The total energy comes out at -68800.028 eV. For the energy above the lowest of the compared OMol25 structures with the same formula, charge and spin, the calculation gives 73.2 kcal/mol. As for the max |F|: 6.5 eV/A. For the gap between HOMO and LUMO, the calculation gives 3.8 eV. For the LUMO energy, the calculation gives -12.7 eV. The HOMO energy is -0.6048 Ha.

Geometry as ORCA input:
```
! wB97M-V def2-TZVPD RIJCOSX def2/J DEFGRID3
* xyz 4 1
Ba -0.25970 -6.23788 14.94842
Ba 2.89135 -4.46893 11.93403
Ba 2.17026 -1.45734 15.52559
F 1.73859 -7.88264 14.21843
F 2.00271 -8.55960 12.07706
F 1.23294 -6.49468 12.42414
F 3.39597 -7.07873 12.87344
O 1.32818 0.70438 16.65699
O 0.25856 -1.76192 17.59542
O 5.96455 -6.19223 20.60545
O 1.98997 -5.00570 15.88178
O 8.10620 -0.91588 20.02189
O 0.32627 -5.81184 19.77049
O 3.43665 -3.98640 14.75960
O 4.26572 -6.11200 10.24093
O 9.96128 -1.89856 20.46888
O 0.32458 -6.54611 17.67552
O 8.89329 -7.29062 18.38329
O 5.68190 -4.29893 11.91572
N 8.87965 -1.82852 19.90104
N 0.53365 -6.68478 18.85878
C 8.54027 -2.91195 18.92129
C 5.66112 -6.14306 10.44080
C 7.21732 -6.24406 19.92407
C 6.31951 -3.44151 12.81880
C 1.21670 -9.05378 18.40405
C 0.30012 -0.63880 18.41197
C 8.17342 -4.41802 16.63317
C 4.19398 -5.77221 15.98821
C 2.40537 -10.25484 20.17017
C 7.50088 -7.40411 18.95390
C 9.53785 -3.79142 18.56122
C 0.25670 0.71161 17.51059
C 1.88940 -10.18650 18.86694
C 9.24571 -4.61619 17.49173
C 1.37840 -8.13329 20.68743
C 7.43801 -2.72598 18.09130
C 3.70580 -7.07065 9.43984
C 1.69758 1.91696 15.88724
C 2.10257 -9.18733 21.09413
C 0.49427 -2.88641 18.42480
C 4.80787 -5.83718 19.92710
C 0.99561 -7.97218 19.33471
C 7.12209 -3.48687 16.97453
C 3.16086 -4.83514 15.58516
C 6.18379 -5.58239 11.75164
C 9.32740 -8.44261 17.63360
B 2.06810 -7.46789 12.92512
H 3.89655 -6.22702 20.38056
H 2.98976 -11.05008 20.60890
H 10.39250 -3.91729 19.20940
H 4.78935 -5.37519 16.81041
H 1.88845 -11.10481 18.29851
H 0.44322 1.51022 18.22860
H 4.63539 -4.76264 19.86610
H -0.23242 -3.08419 19.21277
H 2.63013 -6.90997 9.36766
H 0.41280 -3.72594 17.73440
H 10.18577 -8.19085 17.01076
H 2.15797 1.59356 14.95367
H 4.78094 -6.24287 18.91577
H 7.31299 -5.25223 19.48222
H 4.13439 -6.89272 8.45356
H 0.90399 2.61583 15.62286
H 5.70743 -6.20292 12.51066
H 7.47270 -8.38866 19.42077
H 8.05552 -6.48205 20.57896
H 9.98958 -5.37899 17.31510
H 9.52551 -9.21661 18.37507
H 6.78388 -1.90060 18.33059
H 2.62956 -9.19973 22.03675
H 3.69736 -6.72558 16.16858
H 7.36872 -3.17237 12.69707
H 6.75338 -7.36562 18.16152
H 8.05625 -5.13215 15.83149
H 0.94234 -0.57286 19.29021
H 4.93115 -6.05920 15.23833
H -0.70597 0.96228 17.06502
H 6.17782 -3.65739 13.87777
H -0.56836 -0.67036 19.06989
H 6.28878 -3.19369 16.35321
H 6.09514 -5.69777 9.54557
H 5.72996 -2.52866 12.90387
H 1.49478 -2.92403 18.85569
H 8.59705 -8.69135 16.86366
H 7.25914 -5.75971 11.76834
H 2.32579 2.52255 16.54048
H 4.04515 -8.04641 9.78744
H 1.10130 -8.82772 17.35430
H 5.96465 -7.18980 10.45840
H 1.22399 -7.37634 21.44213
*
```